{
  "formula": "C39H52BF5N4P2PtS",
  "method": "ωB97M-V/def2-TZVPD",
  "species": ["Pt", "C", "C", "C", "C", "P", "C", "N", "B", "N", "C", "P", "C", "C", "C", "C", "C", "C", "C", "C", "C", "C", "C", "C", "C", "C", "C", "C", "C", "C", "H", "H", "H", "H", "H", "H", "H", "H", "H", "H", "H", "H", "H", "H", "H", "H", "H", "H", "H", "H", "H", "H", "H", "H", "H", "H", "H", "H", "H", "H", "H", "H", "H", "H", "H", "H", "H", "H", "H", "H", "H", "H", "H", "H", "N", "C", "C", "C", "C", "C", "C", "C", "C", "N", "C", "H", "H", "H", "H", "H", "H", "H", "H", "F", "C", "C", "F", "C", "F", "C", "S", "C", "F", "C", "F"],
  "xyz": [[0.05047, -0.14228, -0.02105], [3.72569, 0.34786, 3.42656], [3.20876, 0.38597, 1.97306], [2.89867, 1.85944, 1.66220], [4.36074, -0.11528, 1.09718], [1.62476, -0.65067, 1.76258], [0.63108, -0.06642, 3.20626], [0.00623, 1.13134, 2.71036], [-0.21090, 1.37815, 1.32651], [-1.13645, 2.43728, 1.21804], [-1.93692, 2.72974, 0.05788], [-1.27332, 1.73540, -1.37192], [-2.85612, 1.23460, -2.26525], [-3.82079, 2.40837, -2.49675], [-3.57905, 0.20157, -1.39385], [-2.54554, 0.56532, -3.60396], [-0.29200, 3.09954, -2.26418], [-1.21499, 4.22932, -2.74937], [0.51832, 2.65054, -3.48243], [0.68444, 3.66720, -1.21998], [-1.37679, 2.92237, 2.51910], [-2.17195, 3.96842, 2.94841], [-2.24239, 4.20529, 4.31682], [-1.54659, 3.41297, 5.22370], [-0.75525, 2.35301, 4.79672], [-0.67750, 2.12042, 3.43612], [1.93709, -2.47409, 1.96574], [2.44019, -3.02675, 0.62748], [0.61828, -3.15910, 2.33320], [2.94959, -2.78177, 3.07500], [4.53949, 1.07354, 3.47123], [4.14283, -0.61425, 3.70532], [3.00775, 0.65952, 4.18068], [3.84340, 2.40525, 1.66615], [2.25749, 2.30834, 2.42019], [2.44651, 2.01065, 0.68470], [5.21755, 0.53375, 1.28788], [4.13642, -0.07439, 0.04140], [4.66415, -1.12690, 1.36233], [1.25535, 0.11225, 4.07805], [-0.10378, -0.82846, 3.49337], [-1.92909, 3.79282, -0.17999], [-2.98091, 2.45167, 0.23639], [-3.95829, 3.04236, -1.62099], [-4.79811, 1.99163, -2.74785], [-3.51699, 3.03255, -3.32959], [-3.94635, 0.62086, -0.45128], [-2.96031, -0.67599, -1.21286], [-4.46111, -0.14556, -1.93482], [-1.97929, 1.21034, -4.27287], [-3.49096, 0.33006, -4.09671], [-1.99593, -0.36504, -3.46970], [-1.71619, 3.96300, -3.67662], [-0.57746, 5.08818, -2.96757], [-1.96321, 4.56147, -2.03289], [-0.10153, 2.21901, -4.26439], [1.30649, 1.95357, -3.22160], [0.98657, 3.54475, -3.89855], [0.18944, 4.13722, -0.37130], [1.28451, 4.43536, -1.71054], [1.37079, 2.90600, -0.85009], [-2.72096, 4.58579, 2.24930], [-2.85034, 5.02119, 4.68127], [-1.62196, 3.62344, 6.28119], [-0.22337, 1.73605, 5.50929], [1.73797, -2.82513, -0.18718], [2.54698, -4.10919, 0.71941], [3.40901, -2.61831, 0.35667], [-0.19462, -2.87749, 1.66956], [0.32246, -2.96366, 3.36415], [0.75719, -4.23710, 2.23587], [3.96661, -2.52080, 2.79273], [2.92864, -3.85781, 3.25773], [2.70326, -2.28962, 4.01598], [-1.75212, -0.65630, 1.10205], [-2.26377, -1.99833, 0.88494], [-3.20613, -2.52607, 1.71984], [-3.69795, -3.82656, 1.49940], [-3.24396, -4.55277, 0.43668], [-2.26893, -4.01978, -0.43843], [-1.78492, -4.73815, -1.55576], [-0.84407, -4.16253, -2.35215], [-0.35546, -2.88674, -2.01750], [-0.75883, -2.17959, -0.98654], [-1.74852, -2.72828, -0.20481], [-1.67847, -0.47128, 2.10115], [-2.43636, 0.01159, 0.75030], [-3.58219, -1.94341, 2.55286], [-4.43889, -4.23666, 2.17063], [-3.62275, -5.54852, 0.24841], [-2.16779, -5.72960, -1.76099], [-0.45109, -4.66336, -3.22486], [0.41869, -2.45232, -2.62677], [3.20156, -3.08063, -5.89061], [2.90064, -2.34631, -4.83832], [3.71620, -2.35714, -3.71791], [4.81653, -3.09184, -3.70618], [3.38466, -1.58575, -2.61472], [4.23872, -1.60507, -1.59313], [2.24040, -0.78910, -2.57114], [1.98485, 0.37535, -1.26232], [1.45451, -0.80244, -3.72227], [0.29892, -0.13308, -3.73786], [1.75627, -1.56126, -4.83702], [0.94242, -1.56274, -5.88464]],
  "lowdin_charge": [0.93, -0.07, -0.62, -0.08, -0.09, 1.09, -0.24, -0.04, -0.73, 0.00, -0.27, 1.14, -0.67, -0.07, -0.09, -0.07, -0.64, -0.07, -0.09, -0.08, -0.15, 0.00, -0.06, -0.06, 0.00, -0.15, -0.66, -0.07, -0.08, -0.06, 0.11, 0.07, 0.07, 0.11, 0.09, 0.01, 0.11, 0.01, 0.07, 0.09, 0.10, 0.09, 0.10, 0.08, 0.10, 0.07, 0.09, 0.05, 0.11, 0.08, 0.10, 0.07, 0.08, 0.10, 0.07, 0.07, 0.03, 0.10, 0.09, 0.11, 0.02, 0.12, 0.11, 0.11, 0.12, 0.05, 0.11, 0.06, 0.04, 0.09, 0.11, 0.08, 0.10, 0.09, 0.02, -0.26, 0.02, -0.03, 0.01, -0.13, 0.04, 0.00, -0.09, 0.04, -0.21, 0.11, 0.07, 0.13, 0.12, 0.13, 0.14, 0.13, 0.09, 0.18, -0.12, -0.13, 0.16, -0.22, 0.09, -0.45, 0.73, -0.27, 0.06, -0.14, 0.15],
  "total_energy_ha": -3460.37041,
  "mol_weight_g_mol": 971.8,
  "total_charge": 2,
  "homo_ev": -13.189,
  "e_lumo_ev": -6.348
}